1.
46
Properties=species:S:1:pos:R:3:forces:R:3 method="wB97M-V/def2-TZVPD" homo_lumo_gap_ev=8.5 fmax_ev_per_a=12.5 smiles="CC(=O)OCCC[C@@H](C#N)[C@@H](C#N)Cc1cccc(C)c1.ClCCl" homo_ev=-8.317 e_tot_ha=-1878.85947 relative_energy_kcal_mol=425.2 spin_multiplicity=1 charge=0
C -3.66548 4.04412 -5.32371 0.826 -0.888 -0.753
C -3.88845 3.38963 -3.83878 -3.099 4.184 5.022
O -4.48130 4.19007 -2.91150 3.778 -5.510 -5.977
O -3.56753 2.02056 -3.41478 0.978 3.346 -2.267
C -2.25231 1.57046 -3.88696 1.511 -1.909 0.587
C -0.99629 2.00329 -2.87086 -0.495 0.343 -1.449
C 0.30434 1.14203 -3.42020 -0.772 0.437 0.559
C 1.53820 1.01405 -2.35194 1.395 0.342 -0.500
C 1.83670 2.41469 -1.52736 1.553 4.573 6.530
N 2.10098 3.32250 -0.64385 -2.419 -7.980 -8.063
C 1.40769 -0.31441 -1.36117 0.011 0.196 0.166
C 2.81658 -0.59697 -0.55153 6.896 -4.835 3.104
N 3.88489 -1.13124 -0.00380 -10.044 5.291 -5.190
C 0.14028 -0.19899 -0.31705 0.493 -0.034 1.463
C 0.48334 -0.88158 1.14948 0.401 -0.864 2.631
C 0.26415 -2.50617 1.41546 1.514 3.259 3.570
C 0.60292 -3.02799 2.95034 0.575 3.151 -0.644
C 1.15081 -2.02096 4.14670 -0.881 1.709 -4.122
C 1.35476 -0.42192 3.81636 -1.132 -1.581 -2.563
C 1.93052 0.64626 4.92781 0.847 -1.211 -0.471
C 1.02351 0.16485 2.32111 -0.661 -4.630 0.835
H -3.81853 5.20535 -5.36096 0.177 -2.468 0.709
H -2.57366 3.82301 -5.75121 -2.375 0.418 1.060
H -4.40875 3.56469 -6.09484 1.346 0.753 1.656
H -2.27115 0.37836 -3.83409 -0.301 2.582 -0.157
H -1.99802 1.83472 -4.99768 -0.672 -0.215 2.113
H -1.27746 1.76857 -1.75726 0.538 0.520 -2.303
H -0.82477 3.16890 -3.05101 -0.193 -2.521 0.779
H 0.67780 1.66646 -4.41659 -0.692 -1.355 2.139
H -0.10032 0.04844 -3.62689 1.101 2.184 0.206
H 2.52118 0.81536 -2.99932 -2.063 0.601 1.525
H 1.16309 -1.22160 -2.09808 1.083 1.875 1.708
H -0.05879 0.95239 -0.09873 0.321 -2.538 -0.535
H -0.80850 -0.72782 -0.76456 1.904 1.195 0.769
H -0.13255 -3.23084 0.55691 1.002 1.799 2.200
H 0.47419 -4.17720 3.22184 0.270 2.786 -0.710
H 1.39307 -2.45028 5.22418 -0.480 1.264 -2.840
H 2.83175 0.09624 5.48182 -1.893 1.278 -1.205
H 2.37883 1.57589 4.34355 -1.154 -1.928 1.415
H 1.16601 0.93947 5.76356 1.276 -0.467 -1.880
H 1.16102 1.31188 2.06452 -0.303 -2.694 0.596
Cl -0.12466 -6.68196 4.55199 0.020 -0.097 0.038
C 0.55746 -6.12222 6.08378 0.154 -0.266 0.344
Cl 0.51213 -4.35849 6.19363 -0.134 -0.430 0.326
H -0.02309 -6.54507 6.90733 0.059 0.171 -0.287
H 1.59538 -6.45651 6.15433 -0.268 0.164 -0.130

2.
50
Properties=species:S:1:pos:R:3:forces:R:3 method="wB97M-V/def2-TZVPD" homo_lumo_gap_ev=9.1 fmax_ev_per_a=0.1 smiles="CN(CCCCNC(=O)c1cc2nc(Cl)ccc2o1)C(=O)[C@](C)(O)CC(F)F" homo_ev=-9.090 e_tot_ha=-1824.30779 relative_energy_kcal_mol=2.3 spin_multiplicity=1 charge=0
C 4.57332 0.30233 -1.44869 0.000 0.001 0.001
N 3.32291 0.36884 -0.70572 -0.002 0.002 0.003
C 3.12915 -0.65564 0.31104 -0.114 0.047 0.010
C 2.50908 -1.94256 -0.21946 0.131 -0.030 0.006
C 2.17937 -2.92220 0.91572 0.034 -0.107 -0.078
C 0.85050 -3.63019 0.69593 -0.062 0.097 0.056
N -0.20959 -2.63580 0.77983 0.009 0.000 -0.002
C -1.48327 -2.90279 0.40716 0.002 -0.006 -0.007
O -1.87486 -3.98813 0.03049 0.001 0.000 0.008
C -2.37681 -1.71069 0.50665 -0.007 0.010 -0.013
C -2.26827 -0.57246 1.22842 0.004 -0.010 0.015
C -3.39785 0.22663 0.85134 -0.001 0.006 -0.006
N -3.74958 1.46694 1.21339 0.001 -0.004 -0.001
C -4.83064 1.92361 0.63229 -0.005 0.001 -0.004
Cl -5.32000 3.53853 1.05845 0.001 -0.001 0.001
C -5.61583 1.23006 -0.30219 0.001 0.004 0.004
C -5.24746 -0.04591 -0.67935 0.004 -0.004 -0.001
C -4.10444 -0.53394 -0.07488 -0.003 0.005 0.004
O -3.48982 -1.72413 -0.28447 0.000 -0.003 0.003
C 2.56982 1.48474 -0.88298 -0.002 -0.004 -0.008
O 2.95149 2.40050 -1.59667 0.002 0.001 0.002
C 1.19547 1.63613 -0.18313 -0.001 -0.005 0.007
C 1.40876 2.26861 1.18926 0.001 0.000 -0.002
O 0.53073 0.38480 0.01827 0.005 -0.005 0.001
C 0.34595 2.56052 -1.07163 0.003 0.002 -0.004
C -1.13032 2.50111 -0.76978 -0.001 0.004 0.001
F -1.76350 3.55380 -1.35218 0.000 -0.005 0.002
F -1.66318 1.36317 -1.35626 -0.004 0.002 -0.004
H 4.44123 0.73661 -2.43526 0.001 -0.001 -0.001
H 5.36942 0.85100 -0.93876 0.000 0.001 -0.002
H 4.86653 -0.74187 -1.54659 0.000 0.000 0.002
H 4.10505 -0.86066 0.76195 0.000 0.000 0.000
H 2.49756 -0.26675 1.10455 0.000 0.000 0.001
H 1.60314 -1.67456 -0.76160 0.000 0.000 -0.001
H 3.17750 -2.41381 -0.94394 0.000 -0.002 0.002
H 2.96908 -3.66578 1.02881 0.000 -0.002 -0.001
H 2.12622 -2.38717 1.87053 0.001 0.000 0.000
H 0.81749 -4.11575 -0.28289 0.001 -0.003 0.001
H 0.68504 -4.40487 1.44635 0.003 -0.001 0.002
H 0.06019 -1.66854 0.88569 -0.004 0.000 0.001
H -1.49292 -0.31857 1.93060 -0.001 0.000 0.000
H -6.48950 1.70819 -0.71814 0.000 0.000 0.000
H -5.80980 -0.61718 -1.40462 0.000 0.000 0.000
H 1.98974 3.18466 1.08613 0.000 0.000 0.001
H 0.44801 2.50730 1.64727 0.000 0.000 -0.001
H 1.94220 1.59398 1.85774 0.000 0.000 0.000
H -0.09371 0.23906 -0.70385 0.002 0.000 0.001
H 0.68695 3.58658 -0.95264 -0.001 0.001 0.000
H 0.47350 2.30858 -2.12552 0.000 0.003 0.000
H -1.41406 2.47364 0.28332 0.002 0.002 -0.001

3.
46
Properties=species:S:1:pos:R:3:forces:R:3 method="wB97M-V/def2-TZVPD" homo_lumo_gap_ev=8.6 fmax_ev_per_a=0.5 smiles="COCCCN(C(=O)Nc1cccc(Cl)c1)[C@@H](C)c1ccccn1" homo_ev=-8.170 e_tot_ha=-1474.07038 relative_energy_kcal_mol=4.7 spin_multiplicity=1 charge=0
C -2.70846 -1.61602 2.76235 0.003 -0.155 -0.079
O -2.50364 -0.40240 3.44650 -0.063 0.331 0.024
C -1.26127 0.22043 3.19835 0.144 0.224 0.163
C -1.48419 1.71662 2.97675 -0.092 -0.366 -0.202
C -2.09286 1.98912 1.59696 -0.206 -0.039 0.346
N -1.18986 1.65929 0.51115 0.045 0.106 -0.016
C -1.46426 0.51756 -0.20805 0.227 0.016 -0.230
O -2.55807 -0.01166 -0.17927 -0.356 -0.281 -0.050
N -0.39504 0.04415 -0.93617 0.190 0.251 0.065
C -0.40793 -1.01187 -1.83568 -0.186 -0.314 -0.309
C -1.57032 -1.50949 -2.42241 -0.154 0.087 0.086
C -1.49190 -2.54068 -3.33860 0.163 -0.002 -0.009
C -0.27370 -3.09333 -3.69745 0.071 -0.075 -0.045
C 0.87606 -2.58881 -3.11361 -0.245 0.073 0.037
Cl 2.41650 -3.25611 -3.54194 0.186 -0.076 -0.047
C 0.82503 -1.56119 -2.19308 -0.088 0.010 0.033
C -0.03423 2.50465 0.22754 0.025 0.214 -0.139
C -0.36698 3.99045 0.35045 0.053 -0.301 -0.086
C 1.17704 2.08492 1.04766 0.175 0.263 0.094
C 1.75958 2.85494 2.04834 0.077 -0.081 -0.107
C 2.84775 2.34470 2.73895 -0.020 -0.081 -0.061
C 3.32794 1.08636 2.41473 -0.066 0.086 0.005
C 2.69514 0.39847 1.39280 0.265 -0.112 0.185
N 1.66150 0.88621 0.73206 -0.057 0.046 -0.137
H -2.70506 -1.46769 1.67733 0.012 -0.020 0.064
H -1.94962 -2.36142 3.03049 -0.034 -0.012 0.016
H -3.68797 -1.97426 3.07325 0.018 -0.099 -0.039
H -0.77510 -0.21583 2.31712 0.016 -0.031 0.030
H -0.59812 0.06303 4.06360 -0.049 -0.020 -0.153
H -0.53752 2.24518 3.09244 -0.031 0.048 0.097
H -2.17815 2.07015 3.73966 0.029 0.070 0.092
H -2.97135 1.35257 1.47031 0.075 0.210 0.008
H -2.41411 3.02973 1.52310 -0.031 -0.055 -0.047
H 0.52675 0.27675 -0.55485 -0.225 -0.085 -0.010
H -2.52400 -1.09428 -2.14443 -0.028 0.008 0.009
H -2.39748 -2.92221 -3.78529 -0.088 -0.028 -0.037
H -0.21488 -3.89720 -4.41329 0.041 -0.072 -0.059
H 1.73350 -1.18102 -1.75063 0.119 0.026 0.022
H 0.22321 2.32444 -0.82508 -0.004 0.041 0.245
H -1.22082 4.22248 -0.28116 -0.068 0.035 -0.013
H 0.48309 4.57526 0.00680 0.060 0.081 0.014
H -0.60095 4.27897 1.37069 -0.029 0.089 0.105
H 1.38250 3.83529 2.28916 -0.084 0.088 -0.002
H 3.31420 2.92560 3.52119 0.032 0.036 0.058
H 4.16987 0.65563 2.93224 0.073 -0.058 0.030
H 3.02616 -0.58336 1.08083 0.105 -0.077 0.046

4.
51
Properties=species:S:1:pos:R:3:forces:R:3 method="wB97M-V/def2-TZVPD" homo_lumo_gap_ev=8.4 fmax_ev_per_a=1.0 smiles="COc1cc(OC)c(NC(=O)c2cc(S(=O)(=O)N3CCOCC3)cn2C)cc1Cl" homo_ev=-7.951 e_tot_ha=-2173.16877 relative_energy_kcal_mol=16.5 spin_multiplicity=1 charge=0
C -3.65438 -4.05507 5.53969 -0.119 -0.199 0.386
O -3.71053 -3.69555 4.17604 0.068 0.084 -0.253
C -2.82304 -2.84054 3.60962 0.169 0.189 -0.149
C -3.12579 -2.57352 2.26476 0.006 0.034 -0.075
C -2.36141 -1.73432 1.48604 0.096 -0.025 0.227
O -2.60633 -1.44090 0.17300 0.345 0.131 0.369
C -3.72467 -2.03350 -0.44677 -0.203 -0.088 -0.167
C -1.23009 -1.11082 2.05330 -0.142 -0.224 0.297
N -0.49469 -0.26455 1.22537 -0.132 0.109 -0.417
C 0.66116 0.40364 1.49545 -0.243 -0.139 -0.087
O 1.25679 0.34109 2.55658 0.053 0.001 0.077
C 1.12758 1.21386 0.35630 -0.322 0.097 -0.490
C 0.50497 1.50214 -0.84912 0.042 -0.153 0.381
C 1.37532 2.32506 -1.57278 0.024 0.354 -0.617
S 1.11506 2.96458 -3.20232 0.119 -0.175 0.096
O 2.05549 4.01983 -3.42970 0.243 -0.195 0.132
O -0.28258 3.21018 -3.38987 -0.033 -0.332 0.154
N 1.52804 1.71168 -4.22587 -0.306 0.901 0.391
C 2.92325 1.34097 -4.22622 0.562 -0.167 -0.172
C 3.17480 0.44127 -5.43912 0.092 0.279 0.180
O 2.32983 -0.68647 -5.41492 0.060 -0.198 0.032
C 0.97250 -0.30729 -5.41351 -0.224 0.160 0.187
C 0.65178 0.56452 -4.19710 -0.347 -0.473 -0.172
C 2.50069 2.51048 -0.79955 0.033 0.197 -0.328
N 2.34390 1.84796 0.36034 -0.259 -0.016 -0.296
C 3.30730 1.82542 1.42669 0.476 -0.040 0.675
C -0.92139 -1.36911 3.37406 0.001 0.107 -0.263
C -1.69938 -2.22252 4.15040 -0.252 -0.167 -0.023
Cl -1.14721 -2.43288 5.78720 0.129 0.021 0.148
H -4.51995 -4.69965 5.69267 0.064 0.045 0.011
H -2.74522 -4.61118 5.77668 -0.103 0.053 -0.015
H -3.73419 -3.18361 6.19250 0.003 -0.085 -0.052
H -3.99889 -3.06972 1.87531 -0.096 -0.031 -0.097
H -4.65549 -1.73990 0.04619 0.038 -0.010 -0.001
H -3.64311 -3.12409 -0.45539 0.003 0.040 0.018
H -3.72395 -1.66162 -1.47015 -0.053 -0.061 0.068
H -0.90022 -0.16539 0.30595 0.169 0.031 0.081
H -0.46893 1.20809 -1.18564 -0.250 -0.101 0.017
H 3.50520 2.25991 -4.28636 0.162 -0.131 -0.047
H 3.18645 0.79561 -3.30509 0.013 0.032 -0.067
H 4.19588 0.05710 -5.43360 -0.044 0.122 -0.002
H 3.00067 1.02014 -6.35713 0.056 -0.027 0.045
H 0.39701 -1.23400 -5.39105 -0.038 0.122 -0.002
H 0.73845 0.25336 -6.32953 -0.027 -0.054 0.046
H -0.37193 0.93552 -4.23241 -0.053 -0.202 -0.042
H 0.80377 -0.02485 -3.27818 -0.033 0.009 -0.071
H 3.37357 3.08971 -1.02392 0.220 0.107 0.061
H 2.87535 2.24596 2.33499 0.094 -0.027 -0.102
H 3.60531 0.80043 1.64911 0.008 0.122 -0.029
H 4.17826 2.40630 1.12983 -0.051 -0.006 -0.073
H -0.05509 -0.89989 3.81026 -0.016 -0.023 0.027